# C5H8ClN

One molecule with the formula C5H8ClN (ωB97M-V/def2-TZVPD, the Open Molecules 2025 dataset).

The value obtained for the largest force on an atom is 0.131 Eh/bohr. Its energy relative to the best compared isomer or geometry (same formula, charge and spin) is 359.97 kJ/mol. The SMILES is C=NC(Cl)=C(C)C. The value obtained for the frontier orbital gap (alpha / beta) is 8.39 / 7.36 eV.

Positions of all 15 atoms, in Å:
C  2.558  1.671  0.145
C  -0.790  -0.478  -0.034
C  1.032  -0.013  -0.062
C  -1.193  -1.875  -0.006
C  -1.637  0.713  -0.138
N  1.356  1.238  -0.025
Cl  2.065  -1.384  0.128
H  2.715  2.735  0.123
H  3.419  1.019  0.320
H  -1.909  -2.034  0.806
H  -0.342  -2.536  0.133
H  -1.702  -2.142  -0.938
H  -2.478  0.553  -0.818
H  -1.043  1.559  -0.476
H  -2.051  0.973  0.841

Let us look at the Mulliken charges, expressed in e, one per atom:
1 C -0.38
2 C 0.36
3 C 0.43
4 C -0.97
5 C -1.07
6 N -0.39
7 Cl -0.23
8 H 0.28
9 H 0.20
10 H 0.28
11 H 0.32
12 H 0.27
13 H 0.32
14 H 0.33
15 H 0.25



# C19H51N7O20

A 10-piece molecular cluster, C19H51N7O20 overall (ωB97M-V/def2-TZVPD, the Open Molecules 2025 dataset).

The value obtained for the largest force on an atom is 0.028 Eh/bohr. The SMILES is C[N+](=O)[O-].C[N+](=O)[O-].C[N+](=O)[O-].C[N+](=O)[O-].C[N+](=O)[O-].C[N+](=O)[O-].C[N+](=O)[O-].COCCOC.COCCOC.COCCOC. The value obtained for the frontier orbital gap is 9.18 eV.

Positions of all 97 atoms, in Å:
C  18.327  -13.158  1.964
N  18.866  -11.774  1.947
O  19.477  -11.399  2.929
O  18.641  -11.092  0.974
H  17.480  -13.235  2.636
H  19.149  -13.797  2.281
H  18.048  -13.442  0.956
C  21.010  -11.634  -1.461
N  21.978  -10.859  -0.622
O  22.925  -10.389  -1.200
O  21.781  -10.820  0.580
H  20.024  -11.239  -1.248
H  21.070  -12.697  -1.262
H  21.356  -11.442  -2.470
C  18.843  -16.051  -2.650
N  18.612  -15.050  -1.558
O  18.871  -13.886  -1.790
O  18.185  -15.478  -0.512
H  17.853  -16.345  -2.991
H  19.348  -16.892  -2.191
H  19.388  -15.553  -3.441
C  19.921  -8.077  1.257
N  20.435  -7.495  -0.008
O  20.581  -6.293  -0.069
O  20.611  -8.259  -0.936
H  19.896  -7.355  2.061
H  20.541  -8.928  1.524
H  18.936  -8.421  0.936
C  22.967  -8.132  -3.298
N  22.406  -8.663  -4.560
O  21.200  -8.847  -4.604
O  23.178  -8.909  -5.454
H  23.446  -7.167  -3.439
H  23.760  -8.816  -3.002
H  22.162  -8.112  -2.576
C  22.421  -12.445  3.450
N  22.224  -13.675  2.654
O  21.907  -14.678  3.260
O  22.463  -13.622  1.466
H  23.191  -12.598  4.198
H  21.468  -12.164  3.891
H  22.732  -11.638  2.790
C  18.989  -11.867  -5.246
N  20.337  -12.386  -5.551
O  21.016  -12.701  -4.599
O  20.697  -12.389  -6.710
H  19.158  -10.893  -4.788
H  18.540  -12.522  -4.501
H  18.363  -11.781  -6.123
C  28.851  -14.337  -1.220
O  28.673  -15.198  -0.130
C  27.329  -15.385  0.251
C  26.707  -14.186  0.927
O  26.188  -13.303  -0.050
C  25.466  -12.240  0.515
H  29.927  -14.335  -1.453
H  28.623  -13.298  -0.971
H  28.338  -14.692  -2.116
H  27.373  -16.210  0.964
H  26.674  -15.683  -0.578
H  27.481  -13.659  1.505
H  25.930  -14.529  1.626
H  25.157  -11.629  -0.339
H  26.083  -11.563  1.124
H  24.550  -12.523  1.038
C  24.232  -8.411  1.172
O  24.896  -7.188  0.910
C  25.570  -7.171  -0.316
C  26.883  -7.907  -0.324
O  26.684  -9.241  -0.750
C  27.867  -9.997  -0.806
H  24.877  -9.285  1.119
H  23.359  -8.483  0.515
H  23.805  -8.306  2.174
H  25.749  -6.111  -0.541
H  24.912  -7.472  -1.143
H  27.267  -7.894  0.707
H  27.630  -7.402  -0.949
H  27.799  -10.741  -1.610
H  28.040  -10.608  0.088
H  28.737  -9.382  -1.060
C  17.116  -6.604  -0.252
O  16.976  -7.980  -0.530
C  17.359  -8.342  -1.832
C  17.325  -9.828  -2.008
O  16.018  -10.306  -1.783
C  15.980  -11.703  -1.758
H  16.637  -6.442  0.716
H  16.574  -6.014  -0.995
H  18.159  -6.328  -0.101
H  18.373  -8.008  -2.093
H  16.641  -7.914  -2.549
H  18.035  -10.352  -1.357
H  17.600  -10.039  -3.054
H  14.966  -12.039  -1.554
H  16.641  -12.111  -0.977
H  16.307  -12.150  -2.712

Let us look at the Mulliken charges, expressed in e, one per atom:
1 C -0.59
2 N 0.82
3 O -0.57
4 O -0.32
5 H 0.32
6 H 0.23
7 H 0.06
8 C -0.38
9 N 0.89
10 O -0.40
11 O -0.24
12 H -0.17
13 H 0.32
14 H 0.27
15 C -0.83
16 N 0.85
17 O -0.31
18 O -0.54
19 H 0.29
20 H 0.30
21 H 0.31
22 C -0.47
23 N 0.81
24 O -0.61
25 O -0.41
26 H 0.33
27 H 0.01
28 H 0.24
29 C -0.41
30 N 1.03
31 O -0.56
32 O -0.60
33 H 0.40
34 H 0.17
35 H 0.01
36 C -0.59
37 N 0.98
38 O -0.59
39 O -0.51
40 H 0.33
41 H 0.27
42 H 0.07
43 C -0.47
44 N 0.92
45 O -0.53
46 O -0.54
47 H 0.14
48 H 0.12
49 H 0.34
50 C -0.36
51 O -0.39
52 C -0.66
53 C -0.31
54 O -0.28
55 C -0.42
56 H 0.27
57 H 0.00
58 H 0.29
59 H 0.35
60 H 0.32
61 H 0.32
62 H 0.34
63 H 0.12
64 H 0.32
65 H 0.08
66 C 0.13
67 O -0.50
68 C -0.15
69 C -0.64
70 O -0.12
71 C -0.88
72 H -0.04
73 H -0.10
74 H 0.33
75 H 0.39
76 H -0.18
77 H 0.34
78 H 0.54
79 H 0.22
80 H 0.24
81 H 0.44
82 C -0.59
83 O -0.35
84 C -0.73
85 C 0.67
86 O -0.45
87 C -0.37
88 H 0.25
89 H 0.31
90 H 0.16
91 H 0.30
92 H 0.49
93 H -0.61
94 H 0.15
95 H 0.38
96 H -0.01
97 H 0.22



# H2N5O

A 2-piece molecular cluster, H2N5O overall (ωB97M-V/def2-TZVPD, the Open Molecules 2025 dataset).

The value obtained for the largest force on an atom is 0.078 Eh/bohr. Its energy relative to the best compared isomer or geometry (same formula, charge and spin) is 0.00 kJ/mol. Its total charge is +1. The value obtained for the frontier orbital gap is 11.07 eV.

Positions of all 8 atoms, in Å:
N  2.495  1.402  0.173
N  1.532  0.863  0.091
N  -3.101  1.205  0.243
N  0.443  0.316  -0.098
N  -2.041  0.993  0.082
O  0.271  -1.002  0.252
H  0.358  -1.587  -0.524
H  -0.544  0.813  -0.049

Let us look at the Mulliken charges, expressed in e, one per atom:
1 N -0.15
2 N 0.73
3 N -0.27
4 N -0.11
5 N 0.26
6 O -0.36
7 H 0.40
8 H 0.50



# C3H6FN2O

An isolated ion of composition C3H6FN2O and charge +1 (ωB97M-V/def2-TZVPD, the Open Molecules 2025 dataset).

The value obtained for the largest force on an atom is 0.099 Eh/bohr. Its energy relative to the best compared isomer or geometry (same formula, charge and spin) is 490.92 kJ/mol. Its total charge is +1. The value obtained for the frontier orbital gap (alpha / beta) is 9.80 / 7.57 eV.

Positions of all 13 atoms, in Å:
C  0.828  -1.504  0.532
C  0.875  0.630  -0.389
C  -0.664  0.656  -0.314
N  -1.265  -0.521  -0.524
N  1.504  -0.481  0.285
O  -2.475  -0.662  -0.096
F  -0.974  1.252  0.917
H  1.196  -2.432  1.063
H  0.911  0.545  -1.416
H  1.303  1.590  0.009
H  -0.923  1.379  -1.045
H  2.509  -0.430  0.502
H  -2.825  -0.022  0.475

Let us look at the Mulliken charges, expressed in e, one per atom:
1 C -0.06
2 C -0.53
3 C 0.17
4 N -0.14
5 N 0.01
6 O -0.21
7 F -0.33
8 H 0.33
9 H 0.32
10 H 0.38
11 H 0.41
12 H 0.30
13 H 0.36